Entry 1:
# C15H14ClF5NO5PS

A cluster of 2 separate species, C15H14ClF5NO5PS in total at a distorted geometry (ωB97M-V/def2-TZVPD, the Open Molecules 2025 dataset).

Computed properties:
- DFT total energy: -2709.9752 hartree
- HOMO-LUMO gap: 3.87 eV
- Maximum force: 4.1 eV/Å
- HOMO level: -0.010 hartree
- Molecular weight: 481.76 g mol⁻¹
- E_LUMO: 0.133 Eh
- Total charge: -2

Positions of all 43 atoms, in Å:
O1 1.73 -1.92 3.90
C1 1.90 -1.09 3.00
N1 3.08 -0.21 2.76
C2 2.64 1.15 2.24
Cl1 2.61 2.42 3.60
C3 1.09 0.90 1.88
C4 0.41 1.75 0.70
C5 -1.04 2.22 1.20
C6 -2.16 1.07 1.18
C7 -2.90 0.86 2.57
F1 -3.01 2.07 3.33
F2 -2.19 -0.04 3.43
C8 -4.39 0.26 2.46
F3 -4.75 -0.14 1.16
F4 -5.32 1.25 2.83
F5 -4.52 -0.89 3.27
C9 0.88 -0.68 1.85
P1 0.90 -1.60 0.19
S1 1.37 -3.45 0.54
H1 3.37 0.01 3.72
H2 3.29 1.39 1.34
H3 0.58 1.30 2.83
H4 0.38 1.16 -0.28
H5 1.03 2.69 0.47
H6 -0.90 2.73 2.21
H7 -1.38 3.05 0.48
H8 -1.76 0.08 0.77
H9 -2.95 1.41 0.42
H10 -0.16 -0.97 2.26
H11 1.78 -0.90 -0.71
H12 -0.45 -1.49 -0.33
C10 1.68 -2.34 -4.46
C11 2.04 -1.35 -3.61
C12 1.17 -0.09 -3.72
O2 1.29 0.90 -2.98
C13 0.15 -0.04 -4.77
C14 -0.21 -1.03 -5.64
C15 0.59 -2.33 -5.45
O3 0.37 -3.37 -6.08
O4 -1.09 -1.00 -6.54
O5 2.97 -1.35 -2.75
H13 2.23 -3.28 -4.44
H14 -0.37 0.91 -4.83

***

Entry 2:
# C15H14F2NO5S

A cluster of 2 separate species, C15H14F2NO5S in total at a distorted geometry (ωB97M-V/def2-TZVPD, the Open Molecules 2025 dataset).

Computed properties:
- DFT total energy: -1608.8278 hartree
- HOMO-LUMO gap: 4.91 eV
- Energy above the lowest of the compared OMol25 structures with the same formula, charge and spin: 43.6 kcal per mole
- Maximum force: 5.5 eV/Å
- HOMO level: -0.113 hartree
- Molecular weight: 358.34 g mol⁻¹
- E_LUMO: 0.068 Eh
- Total charge: -1

Positions of all 38 atoms, in Å:
C1 -1.83 1.97 -4.28
C2 -2.46 0.99 -3.28
O1 -1.69 0.87 -2.05
C3 -1.99 -0.20 -1.12
C4 -1.66 0.51 0.16
C5 -2.64 1.15 1.01
C6 -2.26 2.56 1.42
O2 -3.81 0.79 1.05
O3 -2.48 -1.25 -1.36
H1 -2.39 1.89 -5.23
H2 -1.78 3.04 -3.99
H3 -0.79 1.65 -4.45
H4 -3.42 1.42 -2.96
H5 -2.49 -0.06 -3.66
H6 -0.97 1.37 0.00
H7 -1.62 3.00 0.64
H8 -3.19 3.10 1.52
H9 -1.63 2.58 2.29
F1 4.17 -5.68 2.75
C7 3.61 -4.45 2.67
F2 4.60 -3.55 2.24
S1 2.05 -4.50 1.53
N1 1.91 -2.78 1.30
C8 2.11 -2.23 -0.03
O4 2.66 -2.77 -0.96
C9 1.54 -0.85 0.17
C10 1.10 -0.61 1.49
C11 0.86 0.70 1.99
C12 0.95 1.80 1.09
C13 1.24 1.47 -0.30
C14 1.67 0.20 -0.72
C15 1.38 -1.87 2.27
O5 1.29 -2.09 3.48
H10 3.38 -4.03 3.67
H11 0.57 0.90 3.07
H12 0.78 2.81 1.54
H13 1.16 2.04 -1.22
H14 2.05 0.11 -1.75

***

Entry 3:
# C15H14I2O6RhSSc

A structure of composition C15H14I2O6RhSSc at a distorted geometry (ωB97M-V/def2-TZVPD, the Open Molecules 2025 dataset).

Computed properties:
- DFT total energy: -2894.6170 hartree
- HOMO-LUMO gap (alpha / beta): 7.20 / 5.40 eV
- 2S+1: 5
- Energy above the lowest of the compared OMol25 structures with the same formula, charge and spin: 0.0 kcal per mole
- ⟨S²⟩: 6.0391
- Maximum force: 6.3 eV/Å
- HOMO level (alpha / beta): -0.820 / -0.814 hartree
- Molecular weight: 724.01 g mol⁻¹
- E_LUMO (alpha / beta): -0.555 / -0.615 Eh
- Total charge: +4

Positions of all 40 atoms, in Å:
I1 1.63 -3.03 -0.30
I2 1.65 3.74 -1.06
Sc1 0.62 1.46 0.02
Rh1 -0.43 -1.34 -0.82
S1 1.16 -0.09 -2.09
C1 -2.00 -1.75 -1.75
C2 -1.32 -1.70 0.75
C3 0.58 0.07 -3.83
C4 1.47 1.16 -4.44
C5 -0.90 0.42 -3.99
C6 0.90 -1.29 -4.47
C7 -1.44 2.36 1.30
C8 -1.30 1.96 -1.19
O1 -1.78 -2.08 1.75
O2 -2.90 -2.31 -2.23
O3 -2.32 2.92 1.80
O4 -2.29 2.38 -1.61
H1 1.22 1.24 -5.50
H2 2.53 0.88 -4.33
H3 1.30 2.12 -3.94
H4 -1.18 0.11 -5.01
H5 -1.09 1.49 -3.91
H6 -1.53 -0.13 -3.28
H7 0.69 -1.24 -5.55
H8 0.30 -2.10 -4.04
H9 1.97 -1.53 -4.34
O5 0.84 1.88 2.15
C9 0.92 0.61 2.37
O6 1.16 -0.18 1.38
C10 0.57 0.06 3.69
C11 1.05 -1.20 4.06
C12 0.66 -1.74 5.29
C13 -0.18 -1.00 6.14
C14 -0.69 0.24 5.73
C15 -0.27 0.80 4.52
H10 1.74 -1.73 3.40
H11 1.06 -2.69 5.64
H12 -0.49 -1.41 7.11
H13 -1.36 0.83 6.38
H14 -0.55 1.81 4.22

***

Among the records above, which one has the highest maximum force? C15H14I2O6RhSSc

***

total charge of number 2 (C15H14F2NO5S)? -1